[1]
{"formula": "C41H103O38P7", "method": "wB97M-V/def2-TZVPD", "elements": ["C", "O", "P", "O", "O", "C", "O", "C", "H", "H", "H", "H", "H", "H", "H", "H", "H", "C", "O", "P", "O", "O", "C", "O", "C", "H", "H", "H", "H", "H", "H", "H", "H", "H", "C", "O", "P", "O", "O", "C", "O", "C", "H", "H", "H", "H", "H", "H", "H", "H", "H", "C", "O", "P", "O", "O", "C", "O", "C", "H", "H", "H", "H", "H", "H", "H", "H", "H", "C", "O", "P", "O", "O", "C", "O", "C", "H", "H", "H", "H", "H", "H", "H", "H", "H", "C", "O", "P", "O", "O", "C", "O", "C", "H", "H", "H", "H", "H", "H", "H", "H", "H", "C", "O", "P", "O", "O", "C", "O", "C", "H", "H", "H", "H", "H", "H", "H", "H", "H", "C", "C", "O", "C", "C", "O", "H", "H", "H", "H", "H", "H", "H", "H", "C", "C", "O", "C", "C", "O", "H", "H", "H", "H", "H", "H", "H", "H", "C", "C", "O", "C", "C", "O", "H", "H", "H", "H", "H", "H", "H", "H", "C", "C", "O", "C", "C", "O", "H", "H", "H", "H", "H", "H", "H", "H", "C", "C", "O", "C", "C", "O", "H", "H", "H", "H", "H", "H", "H", "H"], "coordinates": [[-3.743, 5.597, 7.438], [-2.618, 4.728, 7.721], [-1.459, 4.454, 6.601], [-0.261, 3.710, 7.145], [-2.270, 3.934, 5.271], [-1.695, 3.139, 4.270], [-1.013, 5.944, 6.149], [0.364, 6.127, 5.846], [-3.482, 6.528, 7.941], [-4.601, 5.305, 8.045], [-4.126, 5.651, 6.419], [-0.738, 2.746, 4.612], [-1.458, 3.610, 3.316], [-2.379, 2.339, 3.987], [0.526, 7.055, 5.298], [0.757, 5.325, 5.221], [0.978, 6.205, 6.743], [7.169, 0.419, -4.837], [7.045, 0.267, -3.478], [5.560, 0.018, -2.758], [4.569, 0.895, -3.361], [5.793, 0.233, -1.125], [6.659, -0.625, -0.402], [5.394, -1.567, -2.954], [4.408, -2.319, -2.223], [7.157, -0.562, -5.314], [8.017, 0.975, -5.237], [6.270, 0.836, -5.290], [7.651, -0.175, -0.363], [6.733, -1.620, -0.839], [6.463, -0.814, 0.653], [3.420, -1.921, -2.454], [4.665, -2.401, -1.167], [4.501, -3.344, -2.580], [0.690, -3.504, -2.434], [0.890, -2.785, -3.586], [1.329, -3.532, -4.918], [2.313, -4.611, -4.822], [-0.118, -3.972, -5.542], [-0.150, -4.625, -6.838], [1.738, -2.385, -6.030], [3.072, -1.864, -6.069], [-0.146, -3.134, -1.840], [1.532, -3.338, -1.762], [0.643, -4.591, -2.487], [0.803, -5.079, -7.108], [-0.409, -3.930, -7.638], [-0.994, -5.314, -6.805], [2.957, -0.915, -5.545], [3.337, -1.694, -7.112], [3.778, -2.606, -5.696], [2.855, 9.608, 0.937], [3.395, 8.334, 0.877], [2.884, 7.127, 1.880], [1.887, 7.464, 2.964], [2.341, 5.896, 0.976], [0.969, 5.646, 0.757], [4.264, 6.396, 2.442], [4.080, 5.604, 3.657], [1.853, 9.570, 1.366], [2.475, 9.904, -0.040], [3.568, 10.318, 1.356], [0.873, 5.576, -0.327], [0.374, 6.373, 1.310], [0.749, 4.639, 1.112], [3.080, 5.169, 3.662], [4.388, 6.038, 4.609], [4.708, 4.737, 3.452], [-3.931, -7.966, 0.676], [-3.326, -6.879, 1.467], [-2.783, -7.248, 2.907], [-3.703, -8.072, 3.831], [-1.318, -7.914, 2.650], [-1.176, -9.225, 2.293], [-2.218, -5.832, 3.406], [-1.639, -4.899, 2.511], [-4.769, -8.424, 1.202], [-3.220, -8.791, 0.619], [-4.020, -7.723, -0.383], [-0.874, -9.194, 1.246], [-2.063, -9.847, 2.410], [-0.448, -9.693, 2.955], [-0.787, -5.366, 2.017], [-1.272, -4.086, 3.138], [-2.413, -4.339, 1.987], [3.126, -3.236, 4.005], [2.552, -3.281, 5.358], [1.313, -2.297, 5.788], [1.236, -0.960, 5.166], [-0.099, -3.087, 5.760], [-0.017, -4.505, 5.888], [1.636, -2.211, 7.394], [0.891, -1.295, 8.227], [4.213, -3.306, 4.001], [2.922, -2.236, 3.621], [2.571, -3.952, 3.398], [-0.536, -5.181, 5.208], [-0.496, -4.673, 6.853], [0.967, -4.973, 5.875], [0.416, -1.809, 9.062], [0.079, -0.880, 7.629], [1.510, -0.451, 8.530], [-2.751, -2.678, -1.838], [-4.099, -2.250, -1.894], [-5.179, -2.590, -3.129], [-4.541, -2.910, -4.415], [-6.131, -3.764, -2.595], [-5.586, -4.741, -1.792], [-6.175, -1.347, -3.092], [-6.027, -0.231, -3.983], [-2.209, -1.782, -1.535], [-2.494, -2.950, -2.862], [-2.580, -3.577, -1.246], [-4.793, -4.440, -1.107], [-5.234, -5.605, -2.356], [-6.437, -4.942, -1.141], [-5.325, -0.438, -4.791], [-5.747, 0.710, -3.508], [-6.998, -0.129, -4.467], [-0.568, -0.774, 2.455], [-1.061, 0.090, 1.307], [-0.134, 0.949, 0.619], [0.741, 0.396, -0.311], [1.512, 1.419, -1.163], [1.004, -0.779, -0.450], [0.147, -1.538, 2.149], [-1.367, -1.332, 2.943], [-0.023, -0.182, 3.191], [-1.642, -0.524, 0.619], [-1.854, 0.761, 1.637], [2.530, 1.063, -1.323], [1.444, 2.377, -0.649], [1.132, 1.344, -2.182], [4.403, 3.981, -1.599], [4.711, 3.940, -3.084], [4.897, 5.219, -3.616], [5.998, 5.897, -3.318], [6.093, 7.257, -4.076], [6.813, 5.633, -2.439], [4.560, 2.974, -1.212], [3.389, 4.298, -1.356], [4.982, 4.628, -0.940], [5.597, 3.310, -3.168], [4.010, 3.398, -3.718], [5.068, 7.480, -4.373], [6.753, 7.085, -4.926], [6.642, 8.013, -3.515], [1.033, 3.880, -4.171], [-0.524, 3.827, -4.030], [-0.956, 2.971, -2.990], [-2.260, 2.558, -2.891], [-2.513, 1.691, -1.734], [-3.067, 2.589, -3.785], [1.487, 3.925, -3.181], [1.335, 4.865, -4.528], [1.349, 3.028, -4.772], [-1.043, 4.776, -3.902], [-0.846, 3.455, -5.002], [-1.674, 1.235, -1.209], [-3.204, 0.924, -2.084], [-3.036, 2.321, -1.013], [-1.100, -0.503, -4.727], [-1.292, -0.320, -6.218], [-2.467, -1.012, -6.685], [-2.467, -1.613, -7.835], [-3.623, -2.556, -8.056], [-1.525, -1.593, -8.666], [-1.140, -1.555, -4.445], [-1.824, 0.129, -4.213], [-0.144, -0.133, -4.359], [-1.460, 0.735, -6.433], [-0.446, -0.776, -6.731], [-3.706, -3.383, -7.351], [-3.570, -3.002, -9.049], [-4.603, -2.096, -7.930], [-3.653, -2.526, 5.157], [-3.878, -1.167, 5.957], [-4.970, -0.309, 5.566], [-6.259, -0.731, 5.678], [-7.222, 0.383, 5.149], [-6.698, -1.805, 6.107], [-2.641, -2.880, 5.351], [-3.666, -2.196, 4.118], [-4.377, -3.326, 5.310], [-4.188, -1.366, 6.982], [-2.976, -0.557, 6.017], [-6.705, 0.933, 4.364], [-7.376, 1.118, 5.939], [-8.160, -0.049, 4.799]], "mulliken_charge": [-0.64, -0.36, 1.05, -0.68, -0.38, -0.55, -0.34, -0.49, 0.27, 0.26, 0.29, 0.33, 0.33, 0.18, 0.24, 0.18, 0.31, -0.74, -0.52, 1.26, -0.35, -0.36, -0.81, -0.41, -0.57, 0.30, 0.29, 0.26, 0.28, 0.32, 0.27, 0.06, 0.34, 0.37, -0.44, 0.65, 0.61, -0.78, -0.39, -0.79, -0.24, -0.74, -0.06, 0.12, 0.38, 0.36, 0.25, 0.24, 0.23, 0.30, 0.34, -0.73, -0.28, 0.73, -0.66, 0.04, -0.54, -0.37, -0.53, 0.31, 0.31, 0.28, 0.12, 0.47, 0.14, 0.16, 0.26, 0.28, -0.79, -0.06, 0.60, -0.72, -0.29, -0.83, -0.03, -0.24, 0.39, 0.26, 0.25, 0.29, 0.38, 0.25, 0.44, -0.12, 0.19, -0.66, -0.36, 0.87, -0.62, 0.03, -0.68, -0.41, -0.51, 0.27, 0.29, 0.28, 0.08, 0.28, 0.44, 0.29, 0.12, 0.27, -0.51, -0.19, 0.74, -0.46, -0.40, -0.66, -0.38, -0.51, 0.06, 0.32, 0.39, 0.22, 0.30, 0.35, 0.14, 0.26, 0.30, -0.84, 0.02, -0.16, 0.68, 0.52, -0.73, 0.20, 0.16, 0.34, -0.19, 0.52, -0.23, -0.03, -0.21, -0.74, -0.14, -0.43, 0.74, -1.08, -0.57, 0.13, 0.06, 0.46, 0.36, 0.26, 0.30, 0.28, 0.34, -0.68, -0.62, 0.16, 0.43, 0.04, -0.64, -0.13, 0.49, 0.31, 0.39, 0.30, -0.56, 0.04, 0.49, 0.06, -0.68, -0.17, 0.79, -1.10, -0.64, -0.25, 0.08, 0.25, 0.24, 0.42, 0.21, 0.36, 0.35, -0.45, -0.52, -0.26, 0.68, -1.05, -0.57, -0.05, 0.25, 0.46, 0.38, 0.27, 0.30, 0.28, 0.32], "homo_lumo_gap_ev": 9.8, "relative_energy_ev": 3.7700, "total_energy_ha": -6873.07373, "e_lumo_ev": -0.046, "smiles": "COP(=O)(OC)OC.COP(=O)(OC)OC.COP(=O)(OC)OC.COP(=O)(OC)OC.COP(=O)(OC)OC.COP(=O)(OC)OC.COP(=O)(OC)OC.CCOC(C)=O.CCOC(C)=O.CCOC(C)=O.CCOC(C)=O.CCOC(C)=O", "e_homo_ev": -9.8556}

---

[2]
{"formula": "C3H14NO3", "method": "wB97M-V/def2-TZVPD", "elements": ["C", "C", "C", "O", "N", "H", "H", "H", "H", "H", "H", "H", "H", "H", "H", "H", "H", "O", "H", "H", "O"], "coordinates": [[0.432, 0.966, -0.669], [-1.053, 1.456, -0.515], [-2.057, 0.354, -0.577], [-1.456, -0.664, 0.310], [0.982, 0.180, 0.569], [1.128, 1.869, -0.884], [0.373, 0.280, -1.543], [-1.168, 1.991, 0.417], [-1.182, 2.325, -1.225], [-2.926, 0.639, -0.052], [-2.173, -0.044, -1.595], [-2.029, -1.432, 0.198], [0.183, -0.397, 0.810], [1.306, 0.966, 1.158], [1.839, -0.457, 0.501], [1.390, -2.128, -2.758], [2.354, -1.422, -1.622], [1.521, -1.435, -2.032], [1.453, -1.311, 3.442], [0.105, -0.954, 3.137], [0.978, -0.780, 2.929]], "nbo_charge": [-0.25, -0.45, -0.07, -0.78, -0.71, 0.23, 0.27, 0.22, 0.26, 0.21, 0.20, 0.50, 0.48, 0.44, 0.44, 0.51, 0.48, -0.98, 0.48, 0.48, -0.95], "total_charge": 1, "homo_lumo_gap_ev": 11.9, "relative_energy_ev": 1.6497, "total_energy_ha": -402.89596, "e_lumo_ev": -2.989, "e_homo_ev": -14.8936}

---

[3]
{"formula": "C19H16N4O4S2", "method": "wB97M-V/def2-TZVPD", "elements": ["O", "O", "O", "O", "N", "N", "C", "C", "C", "C", "C", "C", "C", "C", "C", "C", "C", "C", "C", "C", "C", "C", "C", "C", "N", "N", "C", "S", "S", "H", "H", "H", "H", "H", "H", "H", "H", "H", "H", "H", "H", "H", "H", "H", "H"], "coordinates": [[-3.100, 1.299, -3.981], [-0.970, 0.054, -4.292], [3.563, -1.568, 3.967], [1.654, -2.230, 5.347], [-0.236, -2.792, 2.649], [2.726, -5.643, 2.213], [0.042, -1.609, 3.008], [1.517, -5.845, 1.679], [2.968, -4.499, 2.878], [0.602, 5.057, -4.083], [1.212, 3.862, -4.281], [-0.760, 5.104, -3.712], [0.495, -4.884, 1.850], [-2.352, 1.222, 0.458], [-0.196, 0.213, 0.080], [0.519, 2.684, -4.103], [-1.475, 3.938, -3.568], [-2.545, 1.315, -0.946], [-0.353, 0.388, -1.278], [0.758, -3.702, 2.503], [-1.138, 0.715, 0.975], [-0.834, 2.715, -3.778], [-1.536, 0.927, -1.815], [1.990, -3.545, 3.015], [-1.025, -0.814, 2.902], [1.251, -1.038, 3.232], [-0.908, 0.584, 2.461], [-1.702, 1.138, -3.623], [2.209, -2.105, 3.992], [1.337, -6.767, 1.152], [3.956, -4.312, 3.272], [1.134, 5.986, -4.151], [2.245, 3.860, -4.591], [-1.295, 6.021, -3.572], [-0.542, -5.040, 1.543], [-3.144, 1.508, 1.117], [0.706, -0.265, 0.384], [0.999, 1.723, -4.291], [-2.548, 3.988, -3.297], [-3.437, 1.752, -1.373], [0.409, -0.001, -1.970], [-1.770, -1.368, 2.470], [1.164, -0.224, 3.818], [0.070, 1.011, 2.728], [-1.661, 1.187, 3.015]], "nbo_charge": [-0.92, -0.92, -0.91, -0.92, -0.55, -0.43, 0.61, 0.07, 0.09, -0.18, -0.20, -0.20, -0.25, -0.21, -0.17, -0.19, -0.19, -0.17, -0.18, 0.18, -0.04, -0.31, -0.31, -0.43, -0.57, -0.85, -0.25, 2.15, 2.28, 0.21, 0.22, 0.22, 0.22, 0.22, 0.23, 0.22, 0.22, 0.24, 0.24, 0.24, 0.24, 0.42, 0.43, 0.21, 0.22], "homo_lumo_gap_ev": 8.9, "relative_energy_ev": 1.3778, "total_energy_ha": -2049.93273, "e_lumo_ev": -0.239, "e_homo_ev": -9.1727}

---

Please write out number 3 again, unchanged.
{"formula": "C19H16N4O4S2", "method": "wB97M-V/def2-TZVPD", "elements": ["O", "O", "O", "O", "N", "N", "C", "C", "C", "C", "C", "C", "C", "C", "C", "C", "C", "C", "C", "C", "C", "C", "C", "C", "N", "N", "C", "S", "S", "H", "H", "H", "H", "H", "H", "H", "H", "H", "H", "H", "H", "H", "H", "H", "H"], "coordinates": [[-3.100, 1.299, -3.981], [-0.970, 0.054, -4.292], [3.563, -1.568, 3.967], [1.654, -2.230, 5.347], [-0.236, -2.792, 2.649], [2.726, -5.643, 2.213], [0.042, -1.609, 3.008], [1.517, -5.845, 1.679], [2.968, -4.499, 2.878], [0.602, 5.057, -4.083], [1.212, 3.862, -4.281], [-0.760, 5.104, -3.712], [0.495, -4.884, 1.850], [-2.352, 1.222, 0.458], [-0.196, 0.213, 0.080], [0.519, 2.684, -4.103], [-1.475, 3.938, -3.568], [-2.545, 1.315, -0.946], [-0.353, 0.388, -1.278], [0.758, -3.702, 2.503], [-1.138, 0.715, 0.975], [-0.834, 2.715, -3.778], [-1.536, 0.927, -1.815], [1.990, -3.545, 3.015], [-1.025, -0.814, 2.902], [1.251, -1.038, 3.232], [-0.908, 0.584, 2.461], [-1.702, 1.138, -3.623], [2.209, -2.105, 3.992], [1.337, -6.767, 1.152], [3.956, -4.312, 3.272], [1.134, 5.986, -4.151], [2.245, 3.860, -4.591], [-1.295, 6.021, -3.572], [-0.542, -5.040, 1.543], [-3.144, 1.508, 1.117], [0.706, -0.265, 0.384], [0.999, 1.723, -4.291], [-2.548, 3.988, -3.297], [-3.437, 1.752, -1.373], [0.409, -0.001, -1.970], [-1.770, -1.368, 2.470], [1.164, -0.224, 3.818], [0.070, 1.011, 2.728], [-1.661, 1.187, 3.015]], "nbo_charge": [-0.92, -0.92, -0.91, -0.92, -0.55, -0.43, 0.61, 0.07, 0.09, -0.18, -0.20, -0.20, -0.25, -0.21, -0.17, -0.19, -0.19, -0.17, -0.18, 0.18, -0.04, -0.31, -0.31, -0.43, -0.57, -0.85, -0.25, 2.15, 2.28, 0.21, 0.22, 0.22, 0.22, 0.22, 0.23, 0.22, 0.22, 0.24, 0.24, 0.24, 0.24, 0.42, 0.43, 0.21, 0.22], "homo_lumo_gap_ev": 8.9, "relative_energy_ev": 1.3778, "total_energy_ha": -2049.93273, "e_lumo_ev": -0.239, "e_homo_ev": -9.1727}